(1)
{"formula": "AsF6H24O12", "method": "ωB97M-V with the def2-TZVPD basis set", "symbols": ["As", "F", "F", "F", "F", "F", "F", "O", "H", "H", "O", "H", "H", "O", "H", "H", "O", "H", "H", "O", "H", "H", "O", "H", "H", "O", "H", "H", "O", "H", "H", "O", "H", "H", "O", "H", "H", "O", "H", "H", "O", "H", "H"], "positions_angstrom": [[17.3450, 28.3659, 13.6794], [16.4054, 29.8650, 13.3471], [17.6195, 28.8400, 15.4067], [18.2485, 26.8193, 14.0136], [17.0893, 27.8951, 11.9212], [18.9008, 29.0989, 13.3461], [15.8520, 27.3698, 14.1528], [15.7274, 31.8566, 15.3610], [16.1812, 31.4052, 14.6493], [15.9425, 31.3486, 16.1432], [16.1415, 33.0257, 12.2557], [16.1502, 33.2809, 13.1783], [16.9135, 32.4691, 12.1534], [19.3954, 26.0151, 10.6660], [18.9040, 26.7431, 11.0464], [19.3672, 26.1736, 9.7224], [14.2668, 25.3532, 11.6869], [14.4450, 26.1856, 12.1245], [13.6740, 25.5807, 10.9706], [20.0398, 31.0541, 15.3504], [19.7936, 30.6272, 16.1710], [19.6058, 30.5374, 14.6714], [17.0940, 25.9432, 16.4916], [17.7754, 25.4292, 16.0582], [17.1271, 26.7973, 16.0608], [18.2453, 31.4146, 11.5762], [18.7055, 30.6130, 11.8250], [18.1694, 31.3618, 10.6235], [14.6153, 28.0877, 11.5666], [15.5259, 28.3805, 11.6021], [14.5109, 27.7348, 10.6830], [14.5517, 31.0708, 10.5257], [14.0640, 31.8790, 10.6846], [15.1369, 30.9915, 11.2790], [13.6133, 28.9042, 13.9381], [14.3213, 29.2912, 14.4530], [14.0094, 28.7190, 13.0866], [17.3608, 28.3550, 18.8720], [17.1892, 28.9402, 18.1342], [18.3043, 28.4234, 19.0182], [20.6912, 26.6800, 14.9506], [19.8463, 26.3666, 14.6277], [20.9541, 27.3521, 14.3219]], "forces_ev_per_angstrom": [[-1.6, -2.5, 1.5], [-0.9, 1.9, -0.3], [0.0, 0.5, 1.5], [0.6, -1.1, -0.2], [0.7, -0.3, -1.7], [2.6, 1.6, -1.0], [-0.2, 0.1, 0.1], [-0.3, 0.7, 0.3], [0.1, -0.6, -0.5], [0.1, -0.2, 0.1], [-0.6, 0.7, -0.1], [-0.1, 0.0, 0.3], [0.6, -0.6, -0.1], [0.5, -0.4, -0.2], [-0.5, 0.3, 0.5], [-0.1, 0.1, -0.2], [-0.2, -1.1, -0.3], [0.3, 0.7, 0.4], [-0.1, 0.1, 0.0], [0.5, 0.6, 0.2], [-0.2, -0.3, 0.0], [-0.3, -0.5, -0.3], [-0.1, -0.6, 0.8], [0.1, 0.1, -0.3], [-0.1, 0.3, -0.3], [0.2, 0.5, -0.4], [0.0, -0.6, 0.6], [-0.1, 0.0, -0.3], [-1.2, 0.0, -0.5], [0.9, -0.1, 0.2], [0.0, 0.1, -0.2], [-0.2, -0.1, -0.8], [0.1, 0.2, 0.2], [0.2, 0.0, 0.5], [-1.1, 0.5, 0.6], [0.2, -0.1, 0.0], [0.1, -0.2, -0.3], [-0.2, 0.1, 0.6], [0.0, 0.0, -0.5], [0.2, -0.1, -0.1], [1.2, -0.3, 0.6], [-0.7, 0.3, -0.3], [-0.2, 0.2, -0.1]], "total_charge": -2, "spin_multiplicity": 2, "de_lowest_kcal_mol": 10.4, "s_squared": 0.75, "e_lumo_ev": [5.1, 4.9], "orbital_gap_ev": [4.04, 9.08]}

***

(2)
{"formula": "B10Ca2H40", "method": "ωB97M-V with the def2-TZVPD basis set", "symbols": ["Ca", "Ca", "B", "H", "H", "H", "H", "B", "H", "H", "H", "H", "B", "H", "H", "H", "H", "B", "H", "H", "H", "H", "B", "H", "H", "H", "H", "B", "H", "H", "H", "H", "B", "H", "H", "H", "H", "B", "H", "H", "H", "H", "B", "H", "H", "H", "H", "B", "H", "H", "H", "H"], "positions_angstrom": [[-1.2883, -2.9183, 2.3201], [1.2075, 1.9686, -0.0657], [0.2358, 2.2653, 4.4260], [1.2000, 2.2285, 4.9089], [-0.4932, 1.6748, 4.9589], [-0.0800, 3.2925, 4.5230], [0.2735, 1.8649, 3.4248], [-5.9616, 1.7326, -1.5741], [-6.2347, 2.5946, -0.9855], [-5.2129, 1.1914, -1.0166], [-6.8595, 1.1453, -1.6889], [-5.6304, 2.0326, -2.5562], [-1.9265, 3.2284, 0.1387], [-1.0244, 3.8204, 0.1399], [-2.7574, 3.7904, 0.5364], [-2.0976, 2.8707, -0.8648], [-1.7180, 2.3891, 0.7840], [-0.3375, -1.0512, -0.3083], [0.0720, -0.4907, -1.1343], [-0.1412, -0.5715, 0.6381], [-1.3943, -1.1790, -0.4846], [0.2056, -1.9833, -0.2883], [1.6245, -5.6317, 0.9901], [2.3688, -5.7939, 1.7543], [1.4947, -6.5526, 0.4430], [0.7135, -5.3553, 1.4978], [1.8878, -4.7857, 0.3743], [1.9376, -1.8787, 3.7815], [2.1900, -2.3494, 4.7190], [2.7697, -1.2364, 3.5379], [1.7778, -2.6198, 3.0138], [1.0164, -1.3394, 3.9388], [-3.7650, -0.4351, 2.3942], [-3.7177, -1.3366, 1.8031], [-4.1624, 0.4222, 1.8733], [-4.4839, -0.7840, 3.1193], [-2.8815, -0.1397, 2.9385], [1.6355, 2.8409, -3.4354], [0.6021, 3.1385, -3.3479], [1.7150, 1.7657, -3.3902], [2.0486, 3.1470, -4.3841], [2.2981, 3.2678, -2.6986], [2.5516, -0.6418, -6.2897], [3.6237, -0.6278, -6.4105], [2.1312, -1.3583, -6.9782], [2.3030, -0.9516, -5.2865], [2.2605, 0.3820, -6.4664], [3.9906, -0.2043, -0.6866], [4.0755, 0.7992, -1.0741], [4.9400, -0.4732, -0.2501], [3.2948, -0.2451, 0.1372], [3.7224, -0.9190, -1.4491]], "forces_ev_per_angstrom": [[1.8, 3.0, -1.6], [-1.4, -1.5, -1.2], [0.2, 0.2, 0.1], [4.2, -0.5, 2.1], [-2.9, -2.5, 2.3], [-1.5, 4.5, -0.1], [0.3, -1.3, -4.2], [0.1, 0.0, 0.0], [-1.2, 3.8, 2.4], [2.8, -2.2, 1.9], [-4.1, -2.9, -0.5], [1.5, 1.3, -4.1], [0.1, -0.6, -0.4], [4.5, 3.1, -0.1], [-3.1, 2.3, 1.6], [-0.7, -1.3, -3.9], [0.8, -3.6, 2.7], [-0.4, -0.4, 0.6], [1.7, 2.3, -3.2], [0.7, 2.3, 4.2], [-4.3, -0.5, -0.5], [2.2, -4.0, 0.1], [0.7, 0.0, -0.5], [3.0, -0.6, 3.2], [-0.8, -3.8, -2.5], [-4.7, 1.3, 2.5], [1.1, 2.9, -2.4], [-0.4, -0.3, 0.0], [0.9, -2.3, 4.1], [2.9, 2.6, -1.3], [-0.5, -3.3, -3.3], [-4.0, 2.6, 0.7], [0.4, 0.1, 0.6], [0.9, -4.3, -3.3], [-1.2, 2.8, -2.3], [-3.3, -1.3, 3.5], [3.9, 0.9, 2.1], [-0.7, -0.3, 0.3], [-4.0, 1.4, 0.5], [0.3, -4.2, 0.3], [1.6, 1.3, -3.9], [2.8, 2.1, 3.8], [-0.1, 0.1, 0.1], [4.8, -0.2, -0.5], [-2.0, -3.0, -3.3], [-0.9, -1.1, 3.8], [-1.6, 4.0, -0.9], [-0.2, 0.1, -0.3], [0.3, 4.4, -1.8], [4.1, -1.0, 1.9], [-3.3, -0.1, 3.5], [-1.1, -2.5, -2.9]], "total_charge": -6, "de_lowest_kcal_mol": 252.3, "e_lumo_ev": 9.1, "orbital_gap_ev": 4.34}

***

(3)
{"formula": "B4F16Pt", "method": "ωB97M-V with the def2-TZVPD basis set", "symbols": ["Pt", "B", "F", "F", "F", "F", "B", "F", "F", "F", "F", "B", "F", "F", "F", "F", "B", "F", "F", "F", "F"], "positions_angstrom": [[0.0568, 0.0392, -0.0747], [1.6492, 1.2048, -1.5949], [1.2977, -0.0747, -1.7318], [1.6660, 1.4193, -0.1931], [2.7689, 1.5379, -2.3419], [0.5133, 1.8512, -2.0471], [-1.4193, 1.1708, 1.8381], [-0.4215, 1.3398, 2.7790], [-2.6057, 1.6643, 2.3457], [-1.1408, 1.8649, 0.6940], [-1.5120, -0.1607, 1.5122], [-2.0334, -1.0420, -1.5746], [-1.1974, -1.6417, -0.7156], [-1.8308, -1.5915, -2.8186], [-3.2671, -1.3594, -1.1423], [-1.7527, 0.3023, -1.3687], [1.8346, -1.3142, 1.3175], [1.1673, -0.3762, 2.0053], [2.9006, -0.6633, 0.7059], [2.3458, -2.3777, 2.0517], [0.9805, -1.7930, 0.3540]], "forces_ev_per_angstrom": [[-2.6, 0.1, 1.9], [1.4, 4.3, -2.9], [0.4, -4.7, -1.0], [0.8, 0.9, 1.1], [-0.6, -0.3, 1.3], [-0.4, 1.3, -0.2], [-1.4, 2.2, 4.1], [0.2, 0.2, -0.1], [-0.3, -0.3, -0.1], [1.2, 0.7, -2.5], [0.1, -2.1, -0.9], [-2.8, -1.6, -2.2], [3.2, -2.1, 2.8], [0.4, 0.9, -0.6], [-1.9, 0.4, 0.2], [0.6, 2.1, -0.8], [5.1, -1.6, 1.4], [-1.8, 1.4, 1.0], [0.3, -0.1, -0.6], [-0.8, 0.3, 0.1], [-1.2, -1.7, -1.9]], "total_charge": -1, "spin_multiplicity": 4, "s_squared": 3.75, "e_lumo_ev": [2.7, -2.2], "orbital_gap_ev": [12.79, 7.89]}

***

(4)
{"formula": "BBrH2PtS", "method": "ωB97M-V with the def2-TZVPD basis set", "symbols": ["S", "B", "Br", "H", "H", "Pt"], "positions_angstrom": [[1.1768, -0.1508, 0.7406], [-0.5478, -0.2877, 0.1159], [-1.8884, -1.4361, 0.1097], [1.8618, -0.6330, -0.3310], [-0.9412, 1.0822, 0.0748], [0.3388, 1.4254, -0.7099]], "forces_ev_per_angstrom": [[0.8, 0.8, 0.1], [0.6, -1.6, -0.3], [-0.6, -0.1, -0.1], [-0.1, -0.7, 0.1], [-0.9, 1.1, 0.2], [0.1, 0.4, 0.0]], "total_charge": 2, "e_lumo_ev": -13.2, "orbital_gap_ev": 7.84}

***

(5)
{"formula": "BCuH24O10", "method": "ωB97M-V with the def2-TZVPD basis set", "symbols": ["Cu", "B", "H", "H", "H", "H", "O", "H", "H", "O", "H", "H", "O", "H", "H", "O", "H", "H", "O", "H", "H", "O", "H", "H", "O", "H", "H", "O", "H", "H", "O", "H", "H", "O", "H", "H"], "positions_angstrom": [[0.4809, -2.0433, -0.4834], [-0.0033, 0.1237, -0.4522], [-0.5711, -0.4593, -1.1607], [-0.1859, -0.3906, 0.4786], [1.0554, 0.0439, -0.6444], [-0.2659, 1.1696, -0.4150], [1.8162, 1.9745, 0.9870], [1.2984, 2.7373, 0.7296], [1.4886, 1.2646, 0.4347], [2.6476, -1.9067, -0.9384], [3.1014, -2.0368, -1.7711], [3.2376, -1.3525, -0.4275], [0.3409, 3.8514, 0.0216], [-0.1714, 4.3403, -0.6224], [0.7942, 4.5247, 0.5289], [1.2191, -2.0285, 1.5974], [1.7247, -1.3811, 2.0888], [1.1685, -2.7861, 2.1801], [0.2722, -2.3214, -2.7219], [0.0622, -3.1562, -3.1405], [0.4536, -1.7269, -3.4499], [-2.8763, -0.1636, 2.4761], [-3.6209, 0.4334, 2.5496], [-2.6077, -0.1005, 1.5595], [0.3096, 0.6700, 3.7852], [0.0083, 0.6646, 2.8767], [1.0983, 0.1277, 3.7797], [-1.6169, -2.7349, 0.1905], [-2.3637, -3.1142, -0.2729], [-1.7659, -2.9583, 1.1092], [0.5200, 2.4371, -2.5095], [0.2508, 1.6716, -3.0172], [0.5715, 2.1210, -1.6075], [-2.7320, 1.2099, -1.2647], [-3.2727, 0.4353, -1.4194], [-1.8662, 0.8602, -1.0543]], "forces_ev_per_angstrom": [[0.3, -0.8, -0.1], [0.0, 0.0, 0.1], [-2.2, -1.7, -3.3], [-0.9, -1.2, 4.0], [4.0, -0.3, -1.1], [-1.2, 3.3, 0.3], [1.1, -0.5, 0.8], [-0.2, -0.3, -0.2], [-0.1, 0.0, -0.1], [0.0, -0.2, 0.1], [0.0, -0.2, -0.5], [0.2, 0.4, 0.4], [-0.4, 0.6, 0.0], [-0.2, -0.1, -0.4], [0.1, 0.4, 0.2], [-0.2, -0.2, -0.2], [0.2, 0.7, 0.0], [-0.1, -0.6, 0.0], [0.0, 0.0, 0.4], [-0.1, -0.6, 0.1], [0.1, 0.7, -0.3], [0.1, -0.3, 0.2], [-0.2, 0.2, 0.0], [0.2, 0.1, -0.4], [-0.1, -0.1, 0.4], [-0.2, 0.1, -0.4], [0.2, 0.1, 0.1], [0.1, 0.3, 0.0], [-0.3, -0.2, -0.5], [0.1, 0.0, 0.6], [0.2, 0.5, -0.5], [-0.2, -0.1, 0.0], [0.0, -0.1, 0.3], [-0.7, 0.3, 0.0], [-0.2, -0.1, -0.1], [0.5, 0.0, 0.1]], "spin_multiplicity": 3, "s_squared": 2.00, "e_lumo_ev": [0.1, -2.4], "orbital_gap_ev": [4.73, 7.71]}

***

(6)
{"formula": "BF4H6KO3", "method": "ωB97M-V with the def2-TZVPD basis set", "symbols": ["K", "B", "F", "F", "F", "F", "O", "H", "H", "O", "H", "H", "O", "H", "H"], "positions_angstrom": [[0.1458, -0.3635, 0.5270], [0.7934, 2.2225, -1.4161], [1.2616, 3.4629, -1.8368], [0.9138, 2.0619, -0.0001], [-0.5675, 2.0305, -1.7312], [1.5560, 1.1643, -1.9890], [-2.0601, -0.7482, -1.2072], [-2.9769, -0.9800, -1.0359], [-1.8713, -1.0661, -2.0957], [-1.4992, -0.7540, 2.8565], [-1.3547, -0.6980, 3.8060], [-2.4548, -0.7131, 2.7504], [2.6175, -1.9676, 0.0925], [2.2320, -2.3357, 0.8937], [3.2641, -1.3157, 0.3858]], "forces_ev_per_angstrom": [[-0.1, 0.5, -0.5], [0.1, -0.1, -0.6], [-0.2, -0.4, 0.3], [0.1, 0.0, 0.5], [0.2, 0.0, 0.0], [-0.2, 0.1, 0.2], [0.1, -0.3, 0.3], [0.0, 0.0, -0.1], [0.0, 0.2, -0.1], [0.1, 0.0, -0.1], [0.0, 0.0, 0.0], [0.0, 0.0, 0.0], [-0.4, 0.2, 0.1], [0.4, -0.2, 0.1], [0.1, 0.0, -0.1]], "de_lowest_kcal_mol": 3.5, "e_lumo_ev": -0.8, "orbital_gap_ev": 10.18}

***

(7)
{"formula": "BH20O8", "method": "ωB97M-V with the def2-TZVPD basis set", "symbols": ["B", "H", "H", "H", "H", "O", "H", "H", "O", "H", "H", "O", "H", "H", "O", "H", "H", "O", "H", "H", "O", "H", "H", "O", "H", "H", "O", "H", "H"], "positions_angstrom": [[0.1758, 0.1829, 0.0470], [0.1920, 0.8119, -0.8295], [0.5726, 0.6954, 0.9097], [-0.8193, -0.1779, 0.2562], [0.7637, -0.6766, -0.2354], [-0.3929, -2.9254, 0.2739], [-0.3506, -1.9985, 0.0387], [0.0516, -2.9788, 1.1200], [-2.1197, 1.8508, -0.4240], [-2.4412, 1.5958, -1.2888], [-1.3488, 1.3013, -0.2829], [2.6873, -0.1592, -1.6046], [2.4856, -0.0462, -2.5335], [1.8453, -0.0541, -1.1617], [1.1301, 2.9559, -0.3323], [1.0761, 2.9837, -1.2875], [0.6343, 2.1749, -0.0865], [2.5591, -0.5574, 1.9862], [2.0556, -1.3388, 1.7575], [2.1496, 0.1473, 1.4843], [-0.5609, -0.7730, 2.6787], [-0.5286, -0.2929, 1.8513], [0.3265, -0.7044, 3.0308], [-3.9379, -1.1191, 1.0252], [-2.9862, -1.2201, 1.0434], [-4.1356, -0.5706, 1.7843], [0.4654, -0.0103, -3.2527], [0.5043, 0.2114, -2.3223], [-0.0532, 0.6919, -3.6453]], "forces_ev_per_angstrom": [[-1.3, 1.8, 1.8], [0.8, 1.9, -3.6], [1.3, 1.9, 2.6], [-3.3, -2.0, 0.6], [2.6, -4.4, -2.0], [0.1, -0.3, -0.4], [-0.3, 0.2, 0.0], [0.0, -0.1, 0.5], [-0.4, 0.6, 0.0], [-0.3, -0.1, -0.2], [0.0, -0.1, 0.1], [0.8, -0.1, 0.5], [-0.1, -0.1, -0.8], [0.0, 0.3, 0.4], [0.3, 0.4, 0.1], [0.0, 0.2, -0.3], [0.1, 0.2, 0.2], [0.2, -0.1, 0.3], [0.0, -0.3, -0.1], [0.1, 0.3, -0.1], [-0.3, -0.6, 0.3], [-0.1, 0.2, 0.2], [0.3, 0.2, 0.3], [-0.2, -0.1, -0.3], [0.2, -0.1, 0.1], [-0.1, 0.2, 0.2], [0.2, -0.2, -0.3], [-0.5, 0.0, 0.0], [-0.2, 0.2, -0.3]], "spin_multiplicity": 2, "de_lowest_kcal_mol": 13.2, "s_squared": 0.76, "e_lumo_ev": [-0.2, -7.5], "orbital_gap_ev": [11.19, 3.94]}

***

(8)
{"formula": "BH22NO7", "method": "ωB97M-V with the def2-TZVPD basis set", "symbols": ["N", "H", "H", "H", "H", "B", "H", "H", "H", "H", "O", "H", "H", "O", "H", "H", "O", "H", "H", "O", "H", "H", "O", "H", "H", "O", "H", "H", "O", "H", "H"], "positions_angstrom": [[-0.3374, 0.3813, 0.0699], [0.6638, 0.5282, 0.2221], [-0.4128, -0.2679, 0.7144], [-0.7091, 0.0202, -0.7646], [-0.7631, 1.2082, 0.2408], [-0.2705, -2.6153, -2.1708], [0.4514, -2.1566, -3.0635], [-1.3889, -2.0352, -2.2950], [-0.4487, -3.8515, -2.3599], [0.0004, -2.4550, -0.8918], [2.1914, 0.1486, -1.6109], [1.7455, 0.7322, -2.1940], [3.0801, 0.5673, -1.2630], [-2.4063, -1.9603, 1.7726], [-2.9854, -2.8292, 1.6102], [-1.7640, -2.1809, 2.4350], [-2.4598, 2.6260, -1.4112], [-2.1627, 3.2865, -2.2039], [-3.1138, 3.2505, -0.9592], [0.2324, 1.5744, -2.7318], [-0.0626, 1.5132, -3.5269], [0.2623, 2.4478, -2.3359], [-0.3807, 0.2593, 3.0719], [-0.5344, 1.1660, 3.1892], [-1.2881, 0.0595, 3.5754], [2.6437, 1.5109, 2.3700], [3.2811, 2.0495, 2.2586], [2.8718, 0.6782, 1.9610], [1.7423, -1.1395, 1.9890], [1.2358, -0.5352, 2.5094], [1.0864, -1.9812, 1.7928]], "forces_ev_per_angstrom": [[3.1, 1.5, -2.2], [0.6, -0.1, -1.8], [-1.9, -4.2, 4.5], [0.4, -1.1, -2.4], [-2.2, 3.1, 1.2], [-1.0, -0.2, 0.5], [0.2, 0.0, 0.7], [0.2, -0.1, 0.0], [0.1, 0.7, 0.2], [0.3, 0.1, -1.0], [3.6, -0.1, 2.9], [-0.5, 1.1, -1.0], [-2.8, -1.1, -1.5], [-2.4, -2.2, -1.0], [2.2, 2.9, 0.5], [0.4, -0.6, 0.5], [-0.1, 4.0, -1.9], [-1.0, -2.6, 2.7], [1.1, -1.4, -0.7], [3.1, 0.2, 8.6], [-3.1, -0.1, -7.9], [-0.3, 0.1, -0.8], [-3.8, -2.0, 1.9], [0.8, 2.8, -0.2], [2.8, -0.6, -1.6], [-7.4, -5.6, 1.2], [7.2, 6.0, -1.2], [0.2, -0.5, -0.1], [-1.7, -3.7, -1.6], [-0.8, 0.4, 0.9], [2.6, 3.3, 0.6]], "de_lowest_kcal_mol": 28.1, "e_lumo_ev": -0.6, "orbital_gap_ev": 6.39}